(1)
ORCA calculation (the ωB97M-V functional and the def2-TZVPD basis) on one molecule with the formula C5H11NO.

Output
Highest occupied orbital energy ... -0.3437 Ha
LUMO level ... 0.87 eV
Structure (SMILES) ... CCCNC(C)=O
Kohn-Sham gap ... 0.3758 Ha
2S+1 ... 1

Positions of all 18 atoms, in Å:
C: 0.84598 -1.72608 1.47812
C: -0.52419 -1.13265 1.11714
C: -0.51298 0.37913 0.86954
N: 0.51876 0.67324 -0.11077
C: 0.10087 0.36451 -1.44935
C: -0.18173 1.63103 -2.19153
O: -0.29060 -0.70351 -1.87654
H: 0.74490 -2.80465 1.64918
H: 1.56228 -1.58615 0.66008
H: 1.25508 -1.28019 2.39511
H: -0.89768 -1.62098 0.21381
H: -1.24920 -1.33365 1.90876
H: -1.58126 0.74733 0.39799
H: -0.30376 0.91830 1.82131
H: 1.05696 1.51824 0.07587
H: 0.79258 1.99824 -2.50900
H: -0.56093 2.31656 -1.32338
H: -0.77510 1.64129 -3.12635

Forces on atoms 1 to 2 (eV/Å):
-0.206 0.028 -0.008
-0.344 -0.098 0.167

***

(2)
ORCA calculation (the ωB97M-V functional and the def2-TZVPD basis) on a 3-piece molecular cluster, C5H11NO overall.

Output
Highest occupied orbital energy (alpha / beta) ... -0.2805 / -0.2803 Ha
LUMO level (alpha / beta) ... 0.30 / 0.30 eV
Kohn-Sham gap (alpha / beta) ... 0.2915 / 0.2912 Ha
2S+1 ... 1

Positions of all 18 atoms, in Å:
C: 1.67868 0.56004 -1.15759
C: 1.04980 -0.47416 -0.27809
C: 1.65178 -0.87350 1.07350
N: 0.45297 -0.08282 0.89878
C: -0.76540 -0.21536 1.42782
C: -2.13399 -0.06203 -0.63653
O: -2.10575 1.32873 -0.44321
H: 0.86858 0.95047 -1.77372
H: 2.44587 0.12785 -1.80041
H: 2.11165 1.38312 -0.56836
H: -0.39827 -1.05628 -0.95656
H: 2.42231 -0.27705 1.60204
H: 1.56957 -1.90028 1.42652
H: -0.79296 -1.01648 2.16315
H: -1.39041 0.64419 1.64904
H: -2.36108 -0.29521 -1.69463
H: -2.97476 -0.44131 -0.05566
H: -1.32859 1.70008 -0.87608

Forces on atoms 1 to 2 (eV/Å):
-0.158 0.020 -0.225
-1.045 0.322 -0.350

***

Listing relative energy (zero: lowest compared OMol25 entry of this formula, charge and spin) for the structures above in their given order: 1.5050, 8.5833 eV.
Listing largest force on an atom for the structures above in their given order: 2.8, 2.4 eV/A.